Here is C40H56AlAs3NP2S2 as an isolated structure from the Open Molecules 2025 dataset. Energies are from wB97M-V/def2-TZVPD.

Each line ends with the Löwdin charge.
Positions of all 105 atoms, in Å:
1 Al -1.230 0.007 -1.324  -0.355
2 S -1.988 -0.817 0.620  0.450
3 P 0.021 0.949 1.978  0.960
4 C -1.147 0.902 0.588  -0.977
5 P -2.407 2.104 0.255  0.463
6 S -3.495 1.446 -1.271  0.377
7 C -3.518 2.507 1.643  -0.323
8 C -3.563 3.756 2.250  -0.093
9 C -4.472 4.007 3.268  -0.093
10 C -5.326 3.005 3.702  -0.098
11 C -5.274 1.749 3.109  -0.083
12 C -4.386 1.503 2.075  -0.098
13 C -1.660 3.686 -0.237  -0.334
14 C -2.496 4.716 -0.670  -0.108
15 C -1.958 5.894 -1.158  -0.082
16 C -0.578 6.051 -1.237  -0.089
17 C 0.256 5.025 -0.827  -0.072
18 C -0.286 3.845 -0.330  -0.091
19 C 1.649 1.440 1.273  -0.417
20 C 2.653 1.914 2.120  -0.121
21 C 3.942 2.127 1.654  -0.101
22 C 4.260 1.851 0.330  -0.104
23 C 3.277 1.356 -0.516  -0.081
24 C 1.987 1.146 -0.050  -0.131
25 C -0.384 2.398 3.047  -0.374
26 C 0.096 3.698 2.901  -0.106
27 C -0.199 4.676 3.842  -0.086
28 C -0.983 4.371 4.945  -0.104
29 C -1.474 3.081 5.102  -0.098
30 C -1.168 2.107 4.166  -0.114
31 H -2.880 4.537 1.940  0.099
32 H -4.500 4.985 3.732  0.100
33 H -6.033 3.201 4.499  0.095
34 H -5.940 0.962 3.443  0.099
35 H -4.356 0.535 1.589  0.067
36 H -3.570 4.578 -0.646  0.106
37 H -2.615 6.686 -1.495  0.099
38 H -0.159 6.966 -1.636  0.097
39 H 1.331 5.126 -0.906  0.107
40 H 0.368 3.037 -0.045  0.072
41 H 2.423 2.121 3.160  0.102
42 H 4.701 2.504 2.329  0.094
43 H 5.264 2.020 -0.037  0.093
44 H 3.508 1.131 -1.551  0.098
45 H 1.234 0.768 -0.737  0.053
46 H 0.720 3.951 2.052  0.091
47 H 0.187 5.680 3.710  0.099
48 H -1.210 5.133 5.680  0.095
49 H -2.092 2.834 5.957  0.100
50 H -1.534 1.094 4.299  0.101
51 C -1.013 -2.930 -3.273  -0.301
52 As 0.342 -2.205 -2.051  1.133
53 C 1.784 -1.992 -3.353  -0.292
54 C 0.824 -4.081 -1.465  -0.350
55 C 1.914 -4.351 -0.417  -0.670
56 C 3.179 -3.548 -0.750  -0.099
57 C 1.432 -4.003 0.999  -0.369
58 As 1.441 -2.103 1.544  1.110
59 C 3.236 -2.052 2.365  -0.323
60 C 0.490 -2.476 3.223  -0.344
61 C 2.330 -5.838 -0.470  -0.396
62 As 1.134 -7.399 -0.209  1.103
63 C -0.423 -6.769 0.809  -0.362
64 C 0.243 -7.448 -1.960  -0.360
65 H -0.575 -3.669 -3.949  0.024
66 H -1.419 -2.094 -3.839  -0.003
67 H -1.808 -3.402 -2.694  0.022
68 H 2.143 -2.968 -3.681  0.020
69 H 2.607 -1.421 -2.924  0.013
70 H 1.378 -1.434 -4.192  -0.009
71 H 1.095 -4.600 -2.392  0.062
72 H -0.119 -4.516 -1.124  0.045
73 H 2.980 -2.473 -0.740  0.043
74 H 3.555 -3.808 -1.743  0.081
75 H 3.969 -3.752 -0.022  0.079
76 H 2.025 -4.542 1.747  0.073
77 H 0.395 -4.317 1.123  0.046
78 H 3.462 -2.979 2.896  0.016
79 H 3.260 -1.220 3.071  0.009
80 H 3.997 -1.872 1.606  0.004
81 H 0.836 -3.414 3.665  0.017
82 H -0.578 -2.534 3.012  -0.001
83 H 0.655 -1.658 3.921  0.003
84 H 3.138 -5.997 0.251  0.052
85 H 2.762 -6.047 -1.456  0.062
86 H -0.136 -6.501 1.825  0.010
87 H -1.118 -7.608 0.858  0.009
88 H -0.922 -5.924 0.339  0.008
89 H 0.994 -7.525 -2.746  0.013
90 H -0.365 -6.563 -2.136  0.005
91 H -0.390 -8.335 -2.003  0.006
92 C -1.263 2.371 -3.888  -0.089
93 C -0.329 1.151 -3.937  -0.749
94 C -0.624 0.415 -5.259  -0.079
95 C 1.117 1.685 -3.993  -0.069
96 N -0.451 0.252 -2.828  -0.132
97 H -1.154 2.992 -4.786  0.071
98 H -1.039 2.988 -3.016  0.058
99 H -2.302 2.051 -3.809  0.040
100 H -0.539 1.080 -6.126  0.067
101 H -1.640 0.014 -5.227  0.071
102 H 0.064 -0.421 -5.402  0.052
103 H 1.294 2.310 -4.877  0.070
104 H 1.820 0.850 -4.006  0.053
105 H 1.315 2.282 -3.099  0.064

Its LUMO energy is 2.53 eV. As for the gap between HOMO and LUMO: 6.297 eV. For the total energy, the calculation gives -10041.4869 Ha. Its maximum force is 0.0128 hartree/bohr. Its total charge is -1.